(1)
DFT (wB97M-V/def2-TZVPD) results for a molecular structure, C16H26IO5P2Ru in a non-equilibrium geometry.

Last column: natural (NBO) charge in e.
CARTESIAN COORDINATES (ANGSTROEM)
C  -0.003  0.424  -6.785  -0.745
C  0.007  0.663  -5.280  0.633
H  0.002  1.389  -7.319  0.308
H  -0.860  -0.166  -7.106  0.293
H  0.838  -0.183  -7.117  0.293
O  0.010  1.766  -4.812  -0.435
I  0.016  -1.121  -3.708  0.101
Ru  0.001  0.535  -1.309  0.503
P  2.284  0.234  -1.016  1.099
C  3.091  1.362  0.234  -0.927
C  2.770  -1.351  -0.237  -0.940
H  3.756  -1.696  -0.578  0.296
H  4.092  0.689  -2.672  0.307
H  2.021  -2.111  -0.478  0.268
H  2.624  -0.178  -3.351  0.257
H  2.615  1.159  1.218  0.265
H  2.777  -1.213  0.856  0.283
C  2.992  0.614  -2.678  -0.924
H  4.188  1.192  0.272  0.291
H  2.540  1.586  -2.942  0.259
H  2.908  2.414  -0.051  0.257
P  -2.271  0.237  -1.000  1.108
C  -3.096  1.344  0.258  -0.917
C  -2.969  0.558  -2.648  -0.939
H  -1.822  -2.031  -0.127  0.276
H  -3.597  -1.804  -0.422  0.291
H  -2.772  -1.051  1.019  0.279
C  -2.669  -1.327  -0.052  -0.914
H  -2.620  -0.252  -3.300  0.261
H  -4.058  0.660  -2.644  0.310
H  -4.195  1.221  0.199  0.285
H  -2.835  2.389  0.017  0.249
H  -2.507  1.514  -2.927  0.261
H  -2.694  1.071  1.261  0.292
C  0.113  2.377  -1.155  0.537
O  0.209  3.513  -0.973  -0.271
O  -0.507  1.340  4.364  -0.513
C  -0.269  0.077  4.744  0.450
C  -0.351  -0.330  6.105  -0.160
C  0.061  -1.615  6.463  -0.175
C  0.488  -2.539  5.487  -0.028
C  0.469  -2.171  4.138  -0.127
C  0.047  -0.889  3.746  -0.199
C  -0.227  -0.579  2.245  0.768
O  0.005  -1.546  1.479  -0.679
O  -0.686  0.577  1.884  -0.787
H  -0.641  1.256  3.337  0.524
H  -0.793  0.355  6.835  0.277
H  -0.038  -1.927  7.503  0.273
H  0.788  -3.562  5.684  0.260
H  0.771  -2.872  3.337  0.267

Results
HOMO-LUMO gap (spin up / spin down) in eV: 6.485 / 4.581
Multiplicity: 5
Max |F| in eV/A: 6.51
Net charge: +3


(2)
DFT (wB97M-V/def2-TZVPD) results for 2 unconnected molecules or ions with the total composition C6H12 in a non-equilibrium geometry.

Last column: natural (NBO) charge in e.
CARTESIAN COORDINATES (ANGSTROEM)
C  -1.384  -1.126  0.624  -0.660
C  -0.006  -0.596  0.397  0.054
C  -1.039  1.645  -0.571  -0.875
C  0.962  -0.089  1.159  -0.244
C  1.999  -0.107  0.055  -0.410
C  0.873  -0.729  -0.825  -0.433
H  -2.063  -1.088  -0.242  0.225
H  -1.188  -2.178  0.853  0.232
H  -1.888  -0.671  1.484  0.226
H  -1.461  1.065  -1.405  0.205
H  -0.404  2.422  -0.982  0.210
H  -1.870  2.037  0.009  0.208
H  -0.383  1.117  0.105  0.240
H  0.984  0.232  2.197  0.202
H  2.841  -0.783  0.230  0.203
H  2.390  0.857  -0.300  0.200
H  0.995  -1.795  -1.016  0.206
H  0.642  -0.213  -1.771  0.212

Results
HOMO-LUMO gap in eV: 9.729
SMILES: CC1=CCC1.C
Energy relative to the best compared isomer or geometry (same formula, charge and spin) in kcal/mol: 62.5
Max |F| in eV/A: 1.04


(3)
DFT (wB97M-V/def2-TZVPD) results for C10H9N3O2S2 in the gas phase in a non-equilibrium geometry.

Last column: natural (NBO) charge in e.
CARTESIAN COORDINATES (ANGSTROEM)
C  0.980  2.801  -2.692  -0.661
C  1.040  1.355  -2.404  0.075
N  0.659  0.423  -3.198  -0.258
N  0.785  -0.804  -2.724  -0.267
C  1.278  -0.855  -1.538  -0.152
S  1.596  -2.349  -0.724  0.316
C  1.373  -1.835  1.033  -0.535
C  -0.016  -1.334  1.252  -0.050
C  -0.245  -0.018  1.621  -0.208
C  -1.550  0.439  1.754  0.081
C  -2.636  -0.397  1.537  -0.198
C  -2.403  -1.713  1.177  -0.205
C  -1.106  -2.174  1.031  -0.158
H  -0.927  -3.195  0.728  0.223
H  -3.234  -2.377  1.000  0.226
H  -3.636  -0.006  1.645  0.250
N  -1.774  1.820  2.106  0.518
O  -2.910  2.159  2.357  -0.371
O  -0.813  2.559  2.120  -0.382
H  0.571  0.665  1.810  0.249
H  1.570  -2.746  1.597  0.248
H  2.125  -1.084  1.272  0.232
S  1.657  0.741  -0.874  0.314
H  1.986  3.220  -2.733  0.233
H  0.488  2.953  -3.649  0.249
H  0.431  3.320  -1.908  0.235

Results
HOMO-LUMO gap in eV: 8.320
Energy relative to the best compared isomer or geometry (same formula, charge and spin) in kcal/mol: 71.9
Max |F| in eV/A: 1.74


(4)
DFT (wB97M-V/def2-TZVPD) results for 2 unconnected molecules or ions with the total composition C4H12S2 in a non-equilibrium geometry.

Last column: natural (NBO) charge in e.
CARTESIAN COORDINATES (ANGSTROEM)
C  2.543  -0.404  -0.466  -0.632
C  2.229  -0.944  0.911  -0.427
S  1.992  0.596  2.083  -0.142
H  3.281  0.430  -0.601  0.217
H  1.670  0.067  -0.862  0.211
H  2.883  -1.245  -1.071  0.211
H  1.314  -1.584  0.994  0.224
H  3.004  -1.535  1.236  0.197
H  3.056  1.472  1.720  0.141
C  -2.072  -0.061  0.357  -0.762
S  -2.726  -0.355  -1.340  0.197
C  -1.609  0.698  -2.171  -0.781
H  -1.436  0.926  0.310  0.236
H  -1.556  -1.036  0.785  0.222
H  -2.941  0.141  1.009  0.226
H  -1.906  0.777  -3.296  0.237
H  -1.525  1.755  -1.854  0.214
H  -0.637  0.241  -2.029  0.209

Results
HOMO-LUMO gap in eV: 9.228
SMILES: CCS.CSC
Energy relative to the best compared isomer or geometry (same formula, charge and spin) in kcal/mol: 33.6
Max |F| in eV/A: 3.09


(5)
DFT (wB97M-V/def2-TZVPD) results for a molecular structure, C14H26IIrN3O3P2S3.

Last column: natural (NBO) charge in e.
CARTESIAN COORDINATES (ANGSTROEM)
Ir  -0.801  0.903  0.439  0.466
C  -0.993  1.142  3.941  -0.964
P  -1.929  0.828  2.427  1.172
C  -3.282  2.021  2.432  -0.969
C  -2.715  -0.819  2.597  -0.733
C  -2.965  -1.360  1.185  -0.760
P  -1.414  -1.221  0.225  1.368
C  -1.779  -1.594  -1.494  -0.995
C  -0.418  -2.612  0.805  -1.007
H  -1.644  1.081  4.814  0.256
H  -0.567  2.145  3.890  0.263
H  -0.181  0.422  4.044  0.249
H  -3.841  1.945  3.365  0.246
H  -3.935  1.831  1.582  0.273
H  -2.874  3.025  2.317  0.279
H  -3.637  -0.751  3.176  0.262
H  -2.031  -1.470  3.148  0.239
H  -3.713  -0.756  0.665  0.262
H  -3.313  -2.394  1.193  0.257
H  -2.287  -2.557  -1.572  0.250
H  -0.828  -1.630  -2.028  0.278
H  -2.400  -0.801  -1.906  0.280
H  -0.970  -3.521  0.558  0.261
H  -0.269  -2.587  1.885  0.240
H  0.539  -2.634  0.283  0.291
O  -2.551  1.394  -0.582  -0.932
S  -1.833  2.651  -1.133  2.175
O  -2.591  3.369  -2.092  -0.877
O  -1.376  3.337  0.094  -0.970
S  -0.111  1.689  -1.731  -0.453
I  3.909  4.110  1.451  0.246
C  3.035  2.237  1.608  -0.186
C  3.719  1.158  2.147  -0.165
C  3.073  -0.064  2.218  -0.212
C  1.779  -0.174  1.752  0.057
N  1.120  0.865  1.230  -0.430
C  1.740  2.055  1.158  0.005
H  4.736  1.269  2.500  0.247
H  3.568  -0.936  2.620  0.244
H  1.259  -1.116  1.778  0.214
H  1.177  2.869  0.716  0.251
S  2.005  -1.163  -1.325  -0.386
C  2.146  -1.148  -3.000  0.331
N  3.010  -1.892  -3.712  -0.584
C  3.033  -1.523  -5.124  -0.224
C  1.751  -0.676  -5.249  -0.223
N  1.432  -0.403  -3.852  -0.593
H  3.734  -2.409  -3.247  0.426
H  3.006  -2.402  -5.763  0.217
H  3.927  -0.943  -5.362  0.203
H  0.945  -1.232  -5.731  0.202
H  1.918  0.246  -5.802  0.219
H  0.686  0.195  -3.536  0.436

Results
HOMO-LUMO gap in eV: 7.847
Energy relative to the best compared isomer or geometry (same formula, charge and spin) in kcal/mol: 37.1
Max |F| in eV/A: 0.84
Net charge: +1


(6)
DFT (wB97M-V/def2-TZVPD) results for a molecular structure, C36H33N3OSbSiTc in a non-equilibrium geometry.

Last column: Löwdin charge in e.
CARTESIAN COORDINATES (ANGSTROEM)
Tc  -0.350  0.092  -1.611  1.501
C  -2.597  -2.104  -0.146  -0.006
C  -2.443  -2.249  -1.618  -0.282
C  -2.996  -3.322  -2.315  0.033
C  -2.806  -3.430  -3.680  0.010
C  -2.088  -2.432  -4.334  -0.092
C  -1.580  -1.378  -3.595  -0.408
N  -1.747  -1.308  -2.268  -0.104
Sb  -0.593  0.237  -4.834  1.625
C  1.409  0.313  -3.802  -0.425
C  2.468  0.222  -4.688  -0.100
C  3.765  0.331  -4.197  0.010
C  3.942  0.517  -2.842  0.032
C  2.835  0.592  -1.996  -0.274
C  3.025  0.768  -0.534  0.007
N  1.594  0.501  -2.490  -0.077
C  -1.434  1.844  -3.576  -0.428
C  -2.003  2.917  -4.236  -0.083
C  -2.631  3.910  -3.495  0.011
C  -2.703  3.749  -2.125  0.029
C  -2.120  2.640  -1.514  -0.269
C  -2.271  2.442  -0.049  -0.014
N  -1.460  1.723  -2.243  -0.085
H  -3.408  -2.728  0.215  0.102
H  -2.795  -1.063  0.104  0.060
H  -1.680  -2.401  0.363  0.086
H  -3.569  -4.060  -1.777  0.136
H  -3.212  -4.264  -4.236  0.137
H  -1.930  -2.469  -5.403  0.104
H  2.287  0.083  -5.746  0.100
H  4.610  0.275  -4.866  0.137
H  4.932  0.609  -2.424  0.137
H  4.018  1.157  -0.322  0.109
H  2.925  -0.191  -0.024  0.086
H  2.280  1.442  -0.123  0.054
H  -1.951  2.974  -5.313  0.108
H  -3.069  4.770  -3.980  0.137
H  -3.218  4.473  -1.513  0.135
H  -2.882  3.229  0.382  0.104
H  -1.306  2.433  0.452  0.055
H  -2.748  1.481  0.136  0.069
O  -0.327  0.235  0.397  -0.461
Si  0.227  -0.088  1.864  0.566
C  1.348  1.363  2.478  -0.210
C  1.345  2.570  1.784  -0.121
C  2.190  3.596  2.176  -0.047
C  3.002  3.442  3.286  -0.033
C  3.006  2.246  3.982  -0.037
C  2.176  1.210  3.579  -0.076
C  1.251  -1.684  1.540  -0.225
C  1.959  -2.328  2.547  -0.078
C  2.640  -3.505  2.282  -0.040
C  2.633  -4.044  1.009  -0.042
C  1.948  -3.401  -0.011  -0.059
C  1.269  -2.228  0.260  -0.148
C  -1.115  -0.353  3.240  -0.117
C  -2.459  -0.122  2.973  -0.037
C  -3.419  -0.422  3.928  0.013
C  -3.037  -0.896  5.171  0.043
C  -1.699  -1.104  5.454  0.011
C  -0.738  -0.808  4.497  -0.010
H  0.706  2.708  0.923  0.081
H  2.200  4.518  1.612  0.119
H  3.625  4.261  3.617  0.125
H  3.645  2.113  4.842  0.122
H  2.210  0.287  4.135  0.090
H  1.994  -1.924  3.545  0.087
H  3.179  -3.996  3.077  0.122
H  3.169  -4.958  0.803  0.122
H  1.944  -3.814  -1.007  0.113
H  0.735  -1.709  -0.557  0.048
H  -2.768  0.276  2.022  0.086
H  -4.462  -0.266  3.695  0.135
H  -3.782  -1.069  5.937  0.147
H  -1.389  -1.473  6.420  0.136
H  0.296  -0.955  4.760  0.107

Results
HOMO-LUMO gap (spin up / spin down) in eV: 7.011 / 4.123
Energy relative to the best compared isomer or geometry (same formula, charge and spin) in kcal/mol: 32.0
Multiplicity: 4
Max |F| in eV/A: 3.04
Net charge: +3


(7)
DFT (wB97M-V/def2-TZVPD) results for 2 unconnected molecules or ions with the total composition C5H7OS in a non-equilibrium geometry.

Last column: natural (NBO) charge in e.
CARTESIAN COORDINATES (ANGSTROEM)
C  -0.468  -1.040  1.712  -0.413
C  -0.459  -0.456  0.534  -0.202
C  2.593  0.593  -0.227  0.088
C  -1.575  0.494  -1.435  -0.401
C  -1.658  -0.225  -0.311  -0.208
O  2.394  0.774  0.971  -0.698
S  3.292  1.642  -1.217  -0.430
H  0.403  -0.970  2.275  0.218
H  -1.398  -1.294  2.169  0.172
H  0.480  -0.129  -0.059  0.238
H  -2.422  0.668  -2.087  0.186
H  2.151  -0.342  -0.730  0.062
H  -0.650  0.970  -1.636  0.211
H  -2.683  -0.686  0.042  0.177

Results
HOMO-LUMO gap in eV: 6.915
Energy relative to the best compared isomer or geometry (same formula, charge and spin) in kcal/mol: 24.0
Max |F| in eV/A: 3.92
Net charge: -1